C34H30FN3O3RbSi | ωB97M-V/def2-TZVPD

- energy (eV) = -57612.1323
- charge = -1
- E_HOMO (hartree) = -0.097
- relative energy (zero: lowest compared OMol25 entry of this formula, charge and spin) (kJ/mol) = 10.7
- LUMO (Eh) = 0.075

Structure (XYZ):
```
73
C34H30FN3O3RbSi ωB97M-V/def2-TZVPD
Rb 1.5739 -0.7928 -1.9865
C -2.9062 -2.7712 0.4210
C -1.9192 -2.5667 -0.5583
N -1.5308 -1.3851 -0.9730
C -2.1251 -0.3049 -0.4298
C -3.0955 -0.3939 0.5818
C -3.4863 -1.6790 1.0023
C -3.6456 0.8003 1.1585
C -3.2638 2.0201 0.7284
C -2.3058 2.1572 -0.3314
C -1.9049 3.4109 -0.8271
C -0.9920 3.4695 -1.8452
C -0.4878 2.2599 -2.3503
N -0.8375 1.0764 -1.9083
C -1.7350 1.0110 -0.9098
H -3.1834 -3.7798 0.6952
H -1.4358 -3.4164 -1.0263
H -4.2429 -1.7847 1.7714
H -4.3690 0.6931 1.9584
H -3.6702 2.9213 1.1724
H -2.3268 4.3131 -0.3985
H -0.6526 4.4092 -2.2585
H 0.2420 2.2702 -3.1545
C 5.8047 1.0105 4.2453
C 4.6272 1.9780 4.2091
C 4.0436 2.1043 5.6102
C 2.7829 2.9452 5.6104
C 1.7762 2.3305 4.6853
C 0.4249 2.4099 4.9250
C -0.4810 1.8629 4.0192
F -1.8012 1.9701 4.3058
C -0.0731 1.2480 2.8754
C 1.3032 1.1520 2.6138
C 1.7222 0.5388 1.3465
O 0.9032 0.0413 0.5721
C 3.1382 0.5977 1.0789
C 3.9727 1.0613 2.0293
N 3.5886 1.5458 3.2553
C 2.2353 1.6668 3.5236
C 3.6472 0.1166 -0.2786
O 3.5713 0.9676 -1.1897
O 3.9714 -1.0808 -0.3609
H 6.4665 1.2983 5.0637
H 6.4008 1.0108 3.3364
H 5.4567 -0.0073 4.4256
H 4.9844 2.9666 3.8924
H 4.8097 2.5385 6.2550
H 3.8256 1.1039 5.9965
H 3.0222 3.9585 5.2683
H 2.3666 3.0398 6.6146
H 0.0520 2.9069 5.8122
H -0.7761 0.8367 2.1623
H 5.0359 1.0657 1.8429
C -0.7669 -0.7493 -6.0162
Si -0.1752 -2.1334 -4.7926
C 0.2505 -3.5003 -6.1051
C -1.8905 -2.8266 -4.2153
C -1.9457 -4.1001 -3.6266
C -3.1133 -4.6377 -3.1081
C -4.2930 -3.8999 -3.1376
C -4.2736 -2.6378 -3.7116
C -3.0976 -2.1237 -4.2463
H -1.4487 -1.1235 -6.7894
H 0.1076 -0.3212 -6.5166
H -1.2644 0.0793 -5.5020
H -0.5249 -3.6073 -6.8720
H 0.3915 -4.4765 -5.6320
H 1.1938 -3.2577 -6.6038
H -1.0332 -4.6883 -3.5671
H -3.1041 -5.6318 -2.6722
H -5.2087 -4.3050 -2.7227
H -5.1832 -2.0469 -3.7481
H -3.1222 -1.1347 -4.6925
```

---

C34H30IN3O5V | ωB97M-V/def2-TZVPD

- energy (eV) = -84211.2106
- charge = +3
- E_HOMO (hartree) = -0.604
- relative energy (zero: lowest compared OMol25 entry of this formula, charge and spin) (kJ/mol) = 88.1
- LUMO (Eh) = -0.418

Structure (XYZ):
```
74
C34H30IN3O5V ωB97M-V/def2-TZVPD
V -0.1454 -0.5627 -0.5641
I -2.0723 0.0144 1.4505
C -3.6536 0.2023 0.0009
C -4.9457 0.5682 0.2774
C -5.8417 0.7467 -0.7929
C -5.4405 0.5588 -2.0936
C -4.1138 0.1892 -2.4049
C -3.6317 -0.0062 -3.7147
C -2.3246 -0.3468 -3.9509
C -1.4169 -0.4959 -2.8824
C -1.8700 -0.3081 -1.6084
C -3.1957 0.0168 -1.3193
H -5.2745 0.7340 1.2932
H -6.8549 1.0532 -0.5739
H -6.1422 0.7182 -2.8993
H -4.3124 0.1144 -4.5449
H -1.9727 -0.5201 -4.9545
H -0.3910 -0.7783 -3.1175
N 1.6896 -1.3465 -1.8139
H 2.4673 -1.4665 -1.1633
H 2.0324 -0.7448 -2.5639
H 1.5243 -2.2633 -2.2340
O 0.1647 0.1846 2.6506
C 1.0215 -0.5416 2.1444
O 0.9604 -0.9238 0.9231
C 2.2122 -0.9937 2.9128
C 3.1191 -1.8885 2.3389
C 4.2348 -2.2851 3.0478
C 4.4276 -1.7763 4.3257
C 3.5334 -0.8954 4.9170
C 2.4157 -0.5015 4.2030
N 5.6193 -2.2150 5.0840
O 6.3431 -2.9834 4.5128
O 5.7337 -1.7625 6.1868
H 2.9371 -2.2836 1.3493
H 4.9563 -2.9788 2.6391
H 3.7257 -0.5398 5.9194
H 1.6966 0.1771 4.6345
N -0.6655 -2.3861 -0.4747
C -1.0153 -3.4789 -0.2798
C -1.4139 -4.7915 -0.1184
C -1.5470 -5.3654 1.1648
C -1.9330 -6.6822 1.2790
C -2.1788 -7.4480 0.1424
C -2.0492 -6.8866 -1.1256
C -1.6746 -5.5711 -1.2692
H -1.3468 -4.7700 2.0420
H -2.0431 -7.1235 2.2574
H -2.4675 -8.4826 0.2430
H -2.2396 -7.4858 -2.0024
H -1.5649 -5.1307 -2.2482
C 2.5087 7.1599 -1.4693
C 1.8607 5.8933 -1.1210
C 0.6172 5.8701 -0.4673
C -0.0276 4.7021 -0.1460
C -1.3467 4.7659 0.5383
C 0.5892 3.4458 -0.5179
C -0.0921 2.2627 -0.2400
O 0.1413 1.0641 -0.5537
C 1.8753 3.4641 -1.1657
C 2.5447 2.1769 -1.5083
C 2.4754 4.6612 -1.4403
H 1.9192 8.0206 -1.1700
H 2.7050 7.2069 -2.5438
H 3.5002 7.2246 -1.0134
H 0.1568 6.8155 -0.2197
H -1.6602 5.8026 0.6421
H -1.2903 4.3397 1.5411
H -2.1184 4.2409 -0.0234
H -1.0114 2.3828 0.3624
H 2.6029 1.5341 -0.6245
H 3.5524 2.3599 -1.8745
H 1.9765 1.6712 -2.2955
H 3.4455 4.6680 -1.9146
```

---

C34H31BFO8P | ωB97M-V/def2-TZVPD

- energy (eV) = -64827.2608
- charge = 0
- SMILES = O=C1c2ccccc2C(=O)c2ccccc21.O=C1c2ccccc2C(=O)c2ccccc21.COCB(CCCF)CP(=O)(O)O
- E_HOMO (hartree) = -0.355
- relative energy (zero: lowest compared OMol25 entry of this formula, charge and spin) (kJ/mol) = 0.0
- LUMO (Eh) = -0.034

Structure (XYZ):
```
76
C34H31BFO8P ωB97M-V/def2-TZVPD
O -0.0291 -0.3734 -4.1903
C -0.9312 -0.6903 -4.9368
C -1.0945 -0.0456 -6.2721
C -0.1810 0.9261 -6.6651
C -0.3065 1.5327 -7.9029
C -1.3450 1.1720 -8.7549
C -2.2591 0.2075 -8.3676
C -2.1384 -0.4049 -7.1254
C -3.1424 -1.4378 -6.7324
O -4.0637 -1.7275 -7.4646
C -2.9669 -2.0968 -5.4066
C -3.8676 -3.0839 -5.0199
C -3.7224 -3.7138 -3.7949
C -2.6781 -3.3556 -2.9493
C -1.7791 -2.3768 -3.3298
C -1.9176 -1.7419 -4.5578
H 0.6180 1.1891 -5.9853
H 0.4052 2.2887 -8.2078
H -1.4395 1.6465 -9.7230
H -3.0766 -0.0874 -9.0114
H -4.6725 -3.3409 -5.6951
H -4.4233 -4.4813 -3.4939
H -2.5559 -3.8507 -1.9934
H -0.9603 -2.0906 -2.6845
O 2.1109 3.4610 4.0171
C 1.0739 3.5100 4.6444
C 0.6266 4.7718 5.3026
C 1.4124 5.9116 5.1736
C 1.0141 7.0968 5.7673
C -0.1709 7.1501 6.4934
C -0.9555 6.0177 6.6279
C -0.5606 4.8244 6.0339
C -1.4242 3.6178 6.2003
O -2.4395 3.6594 6.8608
C -0.9886 2.3636 5.5229
C -1.7819 1.2277 5.6319
C -1.3989 0.0535 5.0043
C -0.2235 0.0049 4.2618
C 0.5712 1.1331 4.1587
C 0.1947 2.3144 4.7836
H 2.3289 5.8453 4.6033
H 1.6263 7.9834 5.6655
H -0.4811 8.0787 6.9546
H -1.8796 6.0337 7.1897
H -2.6933 1.2875 6.2113
H -2.0198 -0.8295 5.0873
H 0.0647 -0.9181 3.7759
H 1.4919 1.1244 3.5931
C 5.1078 -1.8089 0.6250
O 4.4297 -2.4106 -0.4530
C 3.4082 -3.3159 -0.0543
B 1.9162 -2.8670 -0.2659
C 1.5751 -1.5640 -1.0667
C 2.1308 -0.2549 -0.4777
C 1.8331 -0.0627 0.9852
F 0.4552 0.0260 1.1888
C 0.8494 -3.9467 0.1928
P -0.6830 -3.5487 1.0286
O -1.6172 -4.6738 1.0912
O -1.2040 -2.2290 0.3251
O -0.2921 -2.9703 2.4929
H 4.4158 -1.4606 1.4012
H 5.6543 -0.9490 0.2387
H 5.8245 -2.5000 1.0847
H 3.5003 -4.2109 -0.6965
H 3.5979 -3.7024 0.9579
H 2.0675 -1.6967 -2.0412
H 0.5110 -1.4541 -1.2643
H 1.7161 0.5977 -1.0211
H 3.2150 -0.2194 -0.6033
H 2.2765 0.8573 1.3711
H 2.1769 -0.9061 1.5950
H 0.5180 -4.4958 -0.6996
H 1.3070 -4.7026 0.8438
H -1.6927 -1.6189 0.8890
H 0.0320 -3.6988 3.0321
```